No. 1
Entry from OMol25: 7 unconnected molecules or ions with the total composition C25H50ClN6O10PS (the ωB97M-V functional and the def2-TZVPD basis).

SMILES = O=C1OC(=O)C(P(O)Cl)=C1CCCS.CNC(C)=O.CNC(C)=O.CNC(C)=O.CNC(C)=O.CNC(C)=O.CNC(C)=O
Gap between HOMO and LUMO = 6.99 eV
HOMO level = -8.557 eV
LUMO = -1.5696 eV
2S+1 = 1

Geometry as XYZ:
```
94
Properties=species:S:1:pos:R:3:forces:R:3
O 5.123 -2.933 0.675 -8.204 3.931 -2.612
C 3.997 -2.330 0.300 4.186 -1.187 0.338
O 2.600 -2.892 0.357 1.473 1.416 3.135
C 1.822 -1.770 0.907 -3.538 2.025 2.320
O 0.934 -1.690 1.904 6.384 -1.371 -7.021
C 2.311 -0.571 -0.099 3.564 -2.273 -0.923
P 1.280 0.919 -0.707 -0.463 1.332 -0.123
O 1.354 1.103 -2.448 -0.497 0.096 1.938
Cl -0.760 0.330 -0.254 1.467 -0.343 -0.752
C 3.733 -0.859 -0.425 -3.102 -0.066 1.084
C 4.839 -0.061 -1.332 0.437 -0.365 1.441
C 4.724 1.578 -1.276 0.905 0.653 -0.569
C 5.029 2.209 0.241 0.781 -1.095 -0.693
S 3.598 3.233 0.903 0.305 -1.192 1.035
H 1.062 2.055 -2.625 0.573 -1.795 0.605
H 4.838 -0.522 -2.401 -0.194 1.014 1.874
H 5.905 -0.328 -0.855 -2.408 0.430 -1.030
H 5.615 1.996 -1.952 -1.993 -1.088 1.285
H 3.740 2.014 -1.755 1.901 -1.062 1.146
H 5.255 1.271 0.920 -0.361 2.189 -1.079
H 5.972 2.937 0.169 -2.176 -1.762 0.262
H 3.152 2.493 2.043 0.811 0.626 -1.637
C 6.422 -5.656 0.216 0.081 0.148 -0.048
C 6.726 -6.702 -0.819 0.545 0.019 -0.802
O 7.377 -6.450 -1.831 -0.355 -0.080 0.472
N 6.257 -7.965 -0.612 0.080 0.418 -0.244
C 5.481 -8.457 0.503 0.067 -0.403 -0.229
H 6.861 -4.702 -0.088 -0.109 -0.345 -0.022
H 5.340 -5.525 0.308 0.144 0.002 0.214
H 6.855 -5.944 1.178 -0.218 0.050 0.024
H 6.502 -8.614 -1.351 0.016 0.139 0.212
H 6.042 -9.267 0.975 -0.249 0.025 0.221
H 4.540 -8.851 0.113 -0.097 -0.057 0.425
H 5.273 -7.681 1.240 0.081 -0.073 -0.207
C -2.088 4.229 3.391 0.023 0.304 0.075
C -1.783 3.182 2.355 0.247 -0.582 -0.690
O -1.133 3.435 1.344 -0.137 0.168 0.288
N -2.252 1.920 2.563 0.320 0.797 -0.165
C -3.029 1.428 3.678 0.049 -0.574 -0.267
H -1.649 5.183 3.087 -0.037 -0.305 -0.057
H -3.170 4.360 3.483 0.090 -0.077 0.205
H -1.655 3.940 4.352 -0.222 0.048 0.013
H -2.008 1.271 1.823 -0.012 0.181 0.223
H -2.468 0.617 4.150 -0.112 0.025 0.221
H -3.970 1.034 3.287 0.083 0.116 0.439
H -3.237 2.204 4.415 -0.017 -0.117 -0.246
C 2.784 7.283 -0.559 -0.185 -0.079 -0.166
C 4.164 6.955 -0.063 0.762 -0.620 -0.097
O 4.828 6.037 -0.538 -0.335 0.409 0.115
N 4.679 7.713 0.946 -0.172 -0.342 -0.447
C 4.063 8.826 1.631 0.437 -0.079 0.193
H 2.511 6.594 -1.363 0.203 0.104 0.239
H 2.059 7.172 0.252 -0.015 0.160 -0.106
H 2.761 8.302 -0.954 -0.148 -0.033 0.138
H 5.612 7.433 1.226 -0.265 0.063 -0.065
H 4.703 9.702 1.497 -0.255 0.162 0.136
H 4.007 8.581 2.694 -0.188 0.272 0.009
H 3.064 9.045 1.254 0.198 -0.119 0.010
C 0.613 -8.668 -2.627 -0.273 -0.074 -0.031
C 1.948 -9.174 -2.159 0.495 -0.789 0.379
O 2.099 -10.314 -1.724 -0.133 0.546 -0.198
N 3.014 -8.327 -2.226 -0.465 -0.394 0.053
C 3.042 -6.963 -2.701 0.486 -0.093 0.103
H -0.137 -9.456 -2.513 0.309 0.111 0.028
H 0.306 -7.809 -2.025 -0.008 0.037 -0.212
H 0.667 -8.394 -3.684 -0.081 0.155 0.125
H 3.879 -8.739 -1.893 -0.220 0.170 -0.177
H 3.751 -6.908 -3.530 -0.110 0.310 -0.005
H 3.393 -6.327 -1.885 -0.071 0.253 -0.199
H 2.063 -6.619 -3.035 0.136 -0.158 0.099
C -7.464 3.386 2.291 0.040 0.295 0.009
C -6.876 2.108 2.822 0.445 -0.605 0.421
O -5.905 2.099 3.574 -0.508 0.218 -0.260
N -7.453 0.932 2.446 0.394 0.697 0.294
C -8.591 0.734 1.577 0.122 -0.564 0.006
H -6.897 4.237 2.678 -0.055 -0.312 -0.021
H -7.404 3.399 1.199 -0.197 0.029 0.063
H -8.502 3.484 2.618 0.031 0.021 -0.213
H -7.003 0.116 2.843 -0.133 0.206 -0.120
H -9.359 0.200 2.142 -0.185 0.091 -0.235
H -8.270 0.116 0.735 -0.328 0.123 -0.134
H -8.999 1.674 1.205 0.146 -0.116 0.116
C -9.649 1.673 -2.811 -0.268 -0.087 -0.034
C -8.314 1.167 -2.342 0.523 -0.751 0.340
O -8.163 0.027 -1.907 -0.183 0.530 -0.151
N -7.248 2.014 -2.409 -0.457 -0.398 0.108
C -7.220 3.378 -2.884 0.448 -0.096 0.121
H -10.399 0.886 -2.696 0.306 0.110 0.022
H -9.956 2.533 -2.208 -0.013 0.048 -0.213
H -9.595 1.947 -3.868 -0.087 0.155 0.130
H -6.383 1.603 -2.076 -0.201 0.103 -0.101
H -6.511 3.434 -3.714 -0.129 0.305 -0.021
H -6.869 4.014 -2.068 -0.077 0.246 -0.213
H -8.199 3.722 -3.218 0.146 -0.153 0.083
```
Positions in Å, forces in eV/Å.

***

No. 2
Entry from OMol25: a molecular structure, C25H50F15Mg3O25S5 (the ωB97M-V functional and the def2-TZVPD basis).

Net charge = +1
Gap between HOMO and LUMO = 1.49 eV
ΔE to the lowest compared entry with this formula, charge and spin = 0.000 eV
HOMO level = -9.301 eV
LUMO = -7.8117 eV
2S+1 = 1

Geometry as XYZ:
```
123
Properties=species:S:1:pos:R:3:forces:R:3
Mg 0.793 -8.168 -10.707 -1.075 2.204 1.207
Mg -2.635 -9.286 -13.071 -1.730 0.718 -1.262
Mg -2.176 -10.442 -8.270 -1.076 0.886 1.252
C -1.949 -3.610 -6.648 -0.965 1.707 1.219
F -0.967 -3.492 -7.567 -0.240 -1.180 0.013
F -3.122 -3.319 -7.261 0.714 -1.082 0.200
F -2.005 -4.887 -6.101 0.333 1.511 -1.267
S -1.683 -2.187 -5.407 -2.018 2.753 3.349
O -2.520 -2.441 -4.175 1.224 -0.360 -3.238
O -0.280 -2.221 -5.083 0.656 -0.801 -0.695
O -2.094 -0.956 -6.133 0.472 -2.689 0.373
C -1.685 -5.452 -14.307 -4.201 -0.979 -1.351
F -0.582 -5.689 -14.938 1.443 -0.333 -0.780
F -1.494 -5.621 -13.024 0.615 -0.179 1.868
F -2.118 -4.231 -14.549 0.499 0.771 0.097
S -3.216 -6.565 -14.888 -0.499 1.439 0.539
O -2.940 -7.869 -14.219 1.078 1.169 -0.786
O -4.440 -5.954 -14.392 1.511 -0.497 0.328
O -3.098 -6.567 -16.304 0.617 -0.528 -0.527
C -3.593 -6.039 -9.671 -0.439 2.158 -0.807
F -3.882 -5.256 -10.763 0.820 -1.957 1.158
F -2.916 -5.302 -8.823 0.989 -0.751 -0.497
F -4.682 -6.399 -9.082 -0.227 -1.081 -0.288
S -2.574 -7.672 -10.199 -1.290 -2.998 -0.361
O -3.150 -8.198 -11.473 1.317 2.034 2.353
O -1.118 -7.380 -10.329 0.422 -0.084 -0.489
O -2.761 -8.684 -9.116 0.528 2.208 -1.202
C -6.158 -11.814 -6.718 0.656 0.306 -0.573
F -5.569 -12.638 -5.845 0.301 0.211 0.147
F -6.281 -12.510 -7.867 0.309 0.520 0.044
F -7.371 -11.551 -6.300 -0.241 0.484 0.281
S -5.100 -10.180 -6.920 -4.500 2.961 1.819
O -4.921 -9.706 -5.537 -0.147 -0.944 -1.809
O -3.878 -10.616 -7.512 1.095 -1.810 -0.855
O -5.867 -9.279 -7.817 1.245 -1.962 1.416
C -4.905 -12.396 -11.138 1.215 -0.674 0.343
F -5.091 -13.147 -10.034 -0.007 0.988 -1.425
F -5.051 -13.134 -12.238 0.028 -0.021 0.351
F -5.729 -11.372 -11.222 0.394 -0.197 0.594
S -3.023 -11.873 -11.098 1.250 -3.345 1.033
O -2.903 -10.746 -12.006 0.620 -1.455 0.824
O -2.796 -11.452 -9.701 -0.099 -0.552 -1.800
O -2.186 -13.059 -11.417 -2.078 2.569 0.135
C -9.523 -3.119 -12.860 -0.233 -0.519 1.261
O -8.317 -2.979 -13.584 -0.371 1.308 -0.744
C -7.498 -4.085 -13.790 -1.087 -1.206 2.027
C -6.937 -4.799 -12.499 0.520 -0.854 0.207
O -7.900 -5.300 -11.518 -0.367 0.124 0.268
C -7.425 -5.974 -10.301 0.683 0.150 -1.992
H -10.176 -2.248 -12.802 0.990 0.851 -0.427
H -9.246 -3.372 -11.837 -0.379 -0.158 0.078
H -10.278 -3.825 -13.208 0.609 -0.880 -0.537
H -6.679 -3.797 -14.449 0.103 0.041 0.327
H -8.050 -4.891 -14.274 -0.293 -0.053 -0.405
H -6.110 -4.280 -12.012 -0.251 0.616 0.227
H -6.446 -5.660 -12.952 0.178 -0.347 0.024
H -6.575 -6.587 -10.599 0.534 0.203 0.132
H -8.093 -6.747 -9.922 -0.799 0.563 -0.326
H -7.166 -5.286 -9.496 0.025 0.154 -0.170
C -1.267 -13.347 -7.634 -1.129 -0.172 -1.119
O -1.520 -12.008 -7.212 1.702 -0.274 -0.218
C -1.633 -11.862 -5.830 -1.530 1.996 1.486
C -1.315 -10.375 -5.524 0.829 -0.743 0.660
O -1.891 -9.445 -6.430 0.940 -1.488 -0.600
C -1.938 -8.119 -5.948 -0.635 0.771 -0.326
H -2.210 -13.893 -7.605 -0.123 -0.054 -0.058
H -0.571 -13.928 -7.028 0.431 0.635 -0.047
H -1.007 -13.187 -8.680 0.376 -0.817 0.087
H -0.931 -12.454 -5.244 0.046 -0.200 -0.286
H -2.664 -12.095 -5.564 -0.026 -0.189 0.251
H -0.227 -10.376 -5.592 0.443 0.620 -0.345
H -1.493 -10.071 -4.492 -0.604 -0.312 0.004
H -0.973 -7.854 -5.516 -0.139 0.260 0.129
H -2.791 -7.994 -5.281 0.274 -0.182 0.439
H -2.198 -7.498 -6.805 0.385 0.103 0.016
C -0.036 2.082 -13.405 -1.506 0.038 0.226
O -0.352 0.774 -12.900 1.157 0.224 -1.329
C -1.585 0.314 -13.420 -0.393 -0.962 1.915
C -1.686 -1.208 -13.127 0.481 0.960 0.008
O -1.240 -1.434 -11.782 -0.602 -1.570 -0.042
C -1.667 -2.711 -11.204 -0.189 1.065 -1.213
H -0.902 2.670 -13.102 0.080 0.697 -0.091
H 0.002 2.127 -14.493 0.129 -0.314 -0.182
H 0.857 2.569 -13.012 0.059 -0.764 0.368
H -1.828 0.528 -14.461 0.561 0.011 -0.273
H -2.370 0.770 -12.817 -0.303 0.313 -0.003
H -1.070 -1.727 -13.861 0.308 -0.356 0.120
H -2.717 -1.519 -13.300 -0.222 -0.071 0.207
H -2.714 -2.672 -10.904 0.055 0.438 0.739
H -0.971 -2.979 -10.409 -0.278 0.297 0.193
H -1.731 -3.534 -11.916 0.671 0.039 -0.528
C 2.257 -6.525 -12.750 0.654 0.835 -1.002
O 1.512 -6.549 -11.490 2.089 -0.110 -2.728
C 1.523 -5.213 -10.861 -0.381 -1.284 0.942
C 1.731 -5.584 -9.387 -1.131 2.096 -0.279
O 1.285 -6.889 -9.149 1.333 -2.465 2.388
C 1.742 -7.319 -7.760 -1.978 0.432 -0.353
H 2.083 -7.321 -13.473 -1.128 -0.268 0.406
H 3.345 -6.582 -12.696 0.136 0.091 1.205
H 2.084 -5.567 -13.240 -0.423 -0.174 -0.095
H 0.575 -4.806 -11.214 0.085 0.463 0.651
H 2.380 -4.573 -11.068 -0.106 -0.328 -0.991
H 1.084 -4.938 -8.793 0.278 0.330 0.262
H 2.773 -5.407 -9.122 0.028 -0.451 0.140
H 1.054 -8.105 -7.447 0.369 -0.678 -0.508
H 1.399 -6.572 -7.045 0.598 0.634 -0.256
H 2.801 -7.560 -7.667 -0.170 0.118 -0.414
C -5.712 -8.713 -12.755 -1.074 2.177 1.138
O -4.671 -9.487 -13.299 -1.781 -1.044 0.108
C -5.182 -10.400 -14.256 0.277 -0.238 -0.590
C -3.994 -11.197 -14.858 -1.132 0.073 -0.939
O -2.722 -10.588 -14.687 -0.489 0.826 0.432
C -1.665 -11.416 -15.131 -0.014 -0.007 0.716
H -5.967 -7.819 -13.325 0.514 -0.060 -0.711
H -5.433 -8.288 -11.790 0.363 -0.419 -0.048
H -6.696 -9.144 -12.571 0.335 -1.165 -0.255
H -5.854 -9.883 -14.941 0.863 0.592 -0.781
H -5.931 -11.112 -13.909 0.376 -0.316 1.108
H -4.139 -11.246 -15.937 -0.192 -0.203 -0.101
H -3.996 -12.220 -14.484 0.218 0.011 0.303
H -0.858 -10.722 -15.370 0.105 -0.397 -0.469
H -2.017 -12.051 -15.944 0.438 0.206 -0.215
H -1.391 -12.034 -14.276 0.304 -0.410 -0.131
```
Positions in Å, forces in eV/Å.